Entry 1:
A structure of composition C41H72BrGeN4O4P3PbS. Source: the OMol25 dataset; level of theory: ωB97M-V with the def2-TZVPD basis set.

The calculation puts the orbital gap (alpha / beta) at 7.52 / 5.19 eV. The calculation puts the energy above the lowest of the compared OMol25 structures with the same formula, charge and spin at 0.00 kJ/mol. The calculated total energy comes out at -8391.366646 Eh. As for the spin multiplicity: 2. The calculation puts the HOMO energy (alpha / beta) at -9.636 / -9.678 eV. The net charge is +1.

XYZ file:
```
128
Properties=species:S:1:pos:R:3:forces:R:3:mulliken_spin:R:1
Pb 1.2205 -0.0685 -1.0446 -0.323 -0.199 -0.465 -0.03
C 2.2179 -0.8758 3.4256 0.008 -0.020 -0.019 0.00
C 3.1369 0.2456 2.9643 -0.002 0.070 0.062 0.00
C 4.5419 -0.2938 2.6848 0.015 0.018 0.003 0.00
P 2.4575 1.0845 1.4638 -0.065 -0.143 0.023 0.00
C 1.0529 2.1117 2.1156 0.052 0.005 0.018 0.01
N -0.2055 1.4095 2.3195 0.056 -0.143 0.161 0.02
Ge -1.0444 0.3528 0.9079 0.320 0.546 0.085 0.03
N -2.3240 1.5866 0.2115 -0.042 -0.015 -0.226 0.00
C -1.8991 2.8544 -0.3792 -0.009 0.108 0.065 0.01
P -0.9067 2.6999 -1.9433 0.107 -0.029 0.027 -0.01
C -2.1277 2.7633 -3.3626 0.008 0.063 0.023 0.00
C -3.3050 3.7130 -3.1449 0.013 -0.021 -0.038 0.00
C -2.6365 1.4156 -3.8608 -0.036 -0.002 0.003 0.00
C -0.2314 4.4274 -2.1850 -0.021 -0.033 -0.040 0.00
C 0.9889 4.3181 -3.1042 -0.023 0.011 0.018 0.00
C 0.0777 5.2101 -0.9130 0.030 -0.025 0.010 0.00
C -3.6216 1.4319 0.6494 -0.098 0.003 0.065 0.00
C -4.7615 2.0205 0.0886 0.020 -0.021 -0.038 0.00
C -6.0249 1.7166 0.5645 -0.035 -0.016 0.024 0.00
C -6.2049 0.8163 1.6062 0.034 0.025 -0.042 0.00
C -5.0868 0.2590 2.2051 0.001 -0.027 -0.020 -0.02
C -3.8252 0.5932 1.7465 0.068 -0.004 0.077 0.06
N -2.5942 0.1439 2.4438 -0.039 -0.092 -0.085 -0.01
C -2.2318 1.0824 3.5232 0.007 -0.029 -0.119 0.00
C -3.1250 1.4005 4.5321 -0.021 0.023 -0.026 0.00
C -2.7581 2.2598 5.5525 0.055 0.013 -0.018 0.00
C -1.4801 2.8016 5.5325 -0.055 -0.018 0.031 0.00
C -0.6041 2.5323 4.4975 0.005 0.024 -0.101 0.00
C -0.9659 1.6866 3.4327 -0.087 0.078 0.054 0.00
C -2.7858 -1.2341 2.8382 0.001 -0.017 0.065 0.16
C -3.0090 -1.6512 4.1312 0.076 0.055 -0.016 -0.12
C -3.3859 -2.9683 4.3858 -0.017 -0.050 -0.006 0.22
C -3.5710 -3.8689 3.3364 -0.003 0.030 0.015 -0.07
C -3.2486 -3.4992 2.0542 -0.012 0.045 0.007 0.17
C -2.7610 -2.1909 1.7750 0.061 0.088 -0.100 0.01
N -2.1982 -1.7799 0.6305 -0.087 -0.464 0.020 0.53
C -1.7005 -2.8014 -0.2715 -0.239 0.007 0.126 -0.08
P 0.1515 -2.8162 -0.4533 0.117 0.026 0.064 0.05
C 0.3585 -4.0596 -1.8053 0.029 -0.002 -0.032 0.00
C -0.2884 -3.6759 -3.1338 -0.017 -0.023 -0.001 0.00
C 1.8590 -4.2875 -2.0143 -0.001 0.029 -0.016 0.01
C 0.7458 -3.7702 1.0388 0.009 -0.018 0.001 0.01
C 0.1490 -3.2316 2.3413 0.039 0.010 0.021 0.01
C 0.5388 -5.2845 0.9971 -0.006 -0.015 -0.008 0.00
C 3.7649 2.3427 1.1133 0.019 0.023 0.001 0.00
C 3.5265 3.0552 -0.2126 0.004 0.024 -0.033 0.00
C 3.9962 3.3424 2.2457 0.016 0.009 0.005 0.00
H 2.5988 -1.3179 4.3486 -0.009 0.006 0.006 0.00
H 2.1898 -1.6614 2.6686 0.005 0.003 -0.002 0.00
H 1.1982 -0.5321 3.6044 -0.010 0.008 -0.005 0.00
H 3.1891 1.0049 3.7513 -0.001 -0.025 0.016 0.00
H 4.5818 -0.8234 1.7290 -0.014 -0.016 0.008 0.00
H 4.8293 -0.9945 3.4707 0.000 0.007 0.006 0.00
H 5.2915 0.4963 2.6615 -0.002 -0.005 -0.007 0.00
H 0.9353 2.9475 1.4131 0.010 0.048 -0.028 0.00
H 1.4118 2.5584 3.0405 -0.015 -0.037 0.062 0.00
H -1.2387 3.3790 0.3215 -0.007 -0.004 0.044 0.00
H -2.7603 3.5091 -0.5130 -0.022 -0.002 -0.007 0.00
H -1.4924 3.1853 -4.1501 -0.013 -0.053 -0.028 0.00
H -4.0271 3.2764 -2.4565 -0.007 0.019 -0.027 0.00
H -3.8272 3.8700 -4.0907 0.012 0.013 -0.006 0.00
H -3.0146 4.6928 -2.7653 -0.006 -0.008 0.037 0.00
H -3.2626 0.9216 -3.1082 -0.005 0.021 0.005 0.00
H -1.8235 0.7570 -4.1616 -0.044 0.099 -0.061 0.00
H -3.2712 1.5678 -4.7361 -0.016 -0.003 0.004 0.00
H -1.0009 4.9831 -2.7238 -0.013 0.015 -0.020 0.00
H 1.8238 3.8401 -2.5924 0.064 -0.036 0.058 0.00
H 1.3102 5.3092 -3.4310 0.004 -0.007 0.010 0.00
H 0.7749 3.7249 -3.9964 -0.004 0.010 0.000 0.00
H 0.6843 4.6375 -0.2103 0.077 -0.053 0.027 0.00
H -0.8276 5.5192 -0.3894 -0.006 -0.011 -0.009 0.00
H 0.6402 6.1120 -1.1635 -0.013 -0.002 0.003 0.00
H -4.6681 2.7072 -0.7384 0.019 -0.021 0.010 0.00
H -6.8845 2.1814 0.0992 -0.003 -0.006 0.003 0.00
H -7.1950 0.5606 1.9553 -0.003 0.004 0.000 0.00
H -5.2039 -0.4336 3.0289 0.005 0.005 0.015 0.00
H -4.1263 0.9936 4.5125 -0.001 -0.041 -0.004 0.00
H -3.4592 2.5085 6.3360 0.007 -0.001 0.008 0.00
H -1.1637 3.4680 6.3245 -0.003 0.002 -0.003 0.00
H 0.3606 3.0159 4.5125 0.003 0.018 -0.022 0.00
H -2.9144 -0.9581 4.9522 -0.014 0.033 0.006 0.00
H -3.5809 -3.2739 5.4047 0.003 -0.001 -0.003 0.00
H -3.9494 -4.8626 3.5337 0.005 -0.001 0.003 0.00
H -3.3846 -4.2045 1.2481 0.016 -0.008 -0.006 0.00
H -2.0837 -2.6250 -1.2751 0.043 0.059 0.004 0.01
H -1.9674 -3.8114 0.0427 -0.069 -0.020 -0.054 0.02
H -0.1036 -4.9848 -1.4498 -0.002 0.008 0.014 0.00
H 0.1252 -2.7510 -3.5350 0.018 -0.010 0.010 0.00
H -1.3690 -3.5591 -3.0638 -0.008 0.002 0.006 0.00
H -0.0924 -4.4716 -3.8570 -0.008 -0.003 0.004 0.00
H 2.3094 -3.4149 -2.4930 0.027 -0.020 -0.006 0.00
H 2.0151 -5.1460 -2.6707 -0.001 0.011 -0.012 0.00
H 2.3985 -4.4908 -1.0858 -0.012 -0.022 0.000 0.00
H 1.8229 -3.5653 1.0550 0.008 -0.029 -0.002 0.00
H -0.8407 -3.6529 2.5038 0.026 -0.008 0.011 0.00
H 0.0699 -2.1447 2.3646 -0.017 -0.002 -0.033 0.00
H 0.7703 -3.5367 3.1850 0.006 0.005 -0.002 0.00
H -0.5165 -5.5366 0.8632 -0.001 0.007 0.005 0.00
H 0.8511 -5.7159 1.9503 0.009 0.002 0.000 0.00
H 1.1073 -5.7785 0.2111 -0.010 0.014 0.003 0.00
H 4.6624 1.7296 0.9938 -0.007 -0.006 0.006 0.00
H 2.6284 3.6700 -0.1714 -0.104 0.054 -0.028 0.00
H 3.4407 2.3593 -1.0469 -0.017 0.017 -0.002 0.00
H 4.3606 3.7262 -0.4282 -0.005 0.002 0.007 0.00
H 3.1521 4.0284 2.3442 0.000 -0.005 0.003 0.00
H 4.8775 3.9470 2.0244 -0.008 0.010 -0.001 0.00
H 4.1630 2.8641 3.2116 0.002 -0.005 -0.012 0.00
O 3.5852 -1.5109 -0.8014 -0.012 0.052 -0.158 0.00
H 3.8718 -1.6094 -1.7340 -0.029 -0.081 0.036 0.00
H 3.5248 -2.4156 -0.4757 0.036 -0.003 -0.016 0.00
O -1.1148 -0.7713 -2.3029 -0.171 -0.144 0.248 0.00
H -1.9014 -0.2214 -2.2094 0.082 0.041 -0.010 0.00
H -0.7624 -0.6128 -3.2112 0.087 -0.022 0.087 0.00
O 3.0537 0.9956 -2.8387 0.412 -0.236 -0.070 0.00
H 2.4159 1.0824 -3.5699 -0.085 -0.099 -0.032 0.00
H 3.5479 0.1922 -3.0959 -0.147 0.236 0.064 0.00
Br 0.8114 -0.3507 -4.6991 0.024 0.093 -0.001 0.00
C 2.9761 -3.2176 -5.5996 -0.041 -0.022 -0.025 0.00
S 3.9983 -1.8624 -5.0553 0.106 0.078 0.278 0.00
C 5.5722 -2.5300 -5.5820 0.025 -0.025 -0.044 0.00
O 4.0491 -1.9581 -3.5436 -0.077 0.216 -0.017 0.00
H 3.0630 -3.2981 -6.6830 -0.014 -0.004 -0.002 0.00
H 1.9519 -2.9637 -5.3332 0.003 -0.010 0.018 0.00
H 3.3120 -4.1320 -5.1108 -0.016 0.002 0.005 0.00
H 5.5877 -2.5902 -6.6698 0.009 -0.005 -0.004 0.00
H 5.7201 -3.5111 -5.1322 -0.001 0.007 0.002 0.00
H 6.3410 -1.8396 -5.2423 0.006 -0.002 -0.002 0.00
```
Forces are in eV/Å.


Entry 2:
A structure of composition C5H6O4Pb. Source: the OMol25 dataset; level of theory: ωB97M-V with the def2-TZVPD basis set.

The calculation puts the orbital gap at 9.51 eV. The calculated total energy comes out at -687.864735 Eh. The calculation puts the HOMO energy at -9.199 eV.

XYZ file:
```
16
Properties=species:S:1:pos:R:3:forces:R:3:lowdin_charge:R:1
O 0.1160 0.6256 1.2655 -0.260 -0.540 0.242 -0.34
O -0.8282 -0.0564 -0.6408 1.079 0.329 -1.121 -0.07
C -2.0810 -0.5702 -0.5241 -0.610 0.002 0.966 -0.23
C -3.1590 0.2099 -0.4624 0.265 -0.220 0.263 0.04
C 0.1038 -0.3345 0.3724 1.024 -1.321 -0.627 -0.39
H -2.1329 -1.6557 -0.3893 -0.004 0.223 -0.121 0.12
H -0.1173 -1.3265 0.8074 0.262 0.166 -0.185 0.14
H -4.1250 -0.2391 -0.2395 0.188 0.096 -0.399 0.06
H -3.0793 1.2973 -0.4999 0.018 -0.363 -0.072 0.07
Pb 1.5702 2.0788 1.4849 -1.278 4.168 3.026 1.44
O 2.2406 1.7027 -0.5150 0.568 -0.850 -1.712 -0.17
O 3.0897 0.6440 1.1787 1.338 -1.915 -0.575 -0.19
C 2.5728 0.5683 -0.0006 -0.719 0.006 -0.027 -0.72
C 1.8537 -0.6401 -0.4027 -1.532 -0.213 0.020 0.04
H 2.2662 -1.5475 0.0456 -0.229 0.228 0.038 0.10
H 1.7097 -0.7566 -1.4803 -0.111 0.203 0.282 0.11
```
Forces are in eV/Å.


Entry 3:
A structure of composition C28H23N4O2PPtS. Source: the OMol25 dataset; level of theory: ωB97M-V with the def2-TZVPD basis set.

The calculation puts the orbital gap at 6.60 eV. The calculation puts the energy above the lowest of the compared OMol25 structures with the same formula, charge and spin at 321.18 kJ/mol. The calculated total energy comes out at -2309.070540 Eh. The calculation puts the HOMO energy at -7.900 eV.

XYZ file:
```
60
Properties=species:S:1:pos:R:3:forces:R:3:lowdin_charge:R:1
Pt 0.2800 0.4172 0.4822 0.195 -3.469 0.545 0.95
C -0.6117 -5.6671 -3.5354 -0.007 0.063 -0.012 -0.08
C 0.1869 -5.7085 -2.4039 0.029 -0.084 -0.016 -0.08
C 0.2685 -4.6013 -1.5707 0.009 0.038 0.089 -0.10
C -0.4467 -3.4462 -1.8646 0.362 -0.120 0.496 -0.36
C -1.2399 -3.4040 -3.0084 -0.057 0.117 0.064 -0.09
C -1.3200 -4.5109 -3.8371 -0.009 -0.019 -0.039 -0.07
P -0.2144 -1.9323 -0.8258 -0.437 1.055 -0.824 1.08
C -1.8855 -1.1871 -1.0213 -0.038 -0.178 -0.106 -0.42
C -2.1502 0.0120 -1.6764 -0.011 -0.198 -0.134 -0.11
C -3.4577 0.4755 -1.7579 0.042 0.070 -0.022 -0.08
C -4.4972 -0.2384 -1.1851 -0.042 0.001 0.007 -0.09
C -4.2339 -1.4266 -0.5170 -0.019 -0.058 0.037 -0.08
C -2.9349 -1.8942 -0.4320 0.146 0.088 0.018 -0.11
C 0.9115 -0.9568 -1.8948 -0.063 0.051 0.658 -0.42
C 1.4235 -1.2675 -3.1462 0.030 0.108 0.099 -0.08
C 2.4448 -0.4830 -3.6675 0.033 -0.088 -0.153 -0.09
C 2.9697 0.5657 -2.9283 0.073 -0.056 0.036 -0.09
C 2.4518 0.8825 -1.6768 -0.023 -0.037 0.098 -0.11
C 1.4094 0.1301 -1.1541 -0.389 1.750 -0.352 -0.35
H -0.6844 -6.5281 -4.1869 0.024 -0.011 0.015 0.10
H 0.7496 -6.6035 -2.1717 -0.012 0.010 0.032 0.10
H 0.8921 -4.6310 -0.6852 0.005 -0.033 -0.011 0.10
H -1.7914 -2.5044 -3.2515 -0.025 -0.004 0.007 0.11
H -1.9331 -4.4682 -4.7283 -0.015 0.001 0.019 0.11
H -1.3471 0.5628 -2.1478 0.040 0.064 0.052 0.10
H -3.6662 1.3996 -2.2811 0.020 0.030 -0.002 0.10
H -5.5127 0.1283 -1.2609 0.003 0.007 0.017 0.10
H -5.0382 -1.9912 -0.0634 -0.013 0.023 0.001 0.10
H -2.7175 -2.8207 0.0886 -0.092 -0.013 0.024 0.11
H 1.0372 -2.1136 -3.6991 0.038 -0.056 0.000 0.10
H 2.8471 -0.7074 -4.6474 0.000 -0.002 0.008 0.10
H 3.7917 1.1434 -3.3329 -0.021 0.034 0.000 0.10
H 2.8657 1.7071 -1.1096 -0.097 0.063 -0.041 0.10
N 5.1959 1.6767 4.9129 0.013 0.048 -0.034 0.10
C 3.8801 1.4802 4.5560 -0.127 0.037 -0.077 -0.32
C 3.5415 0.5346 3.5807 0.035 0.018 0.042 -0.02
C 2.2348 0.3992 3.1578 -0.005 -0.139 0.189 -0.08
C 1.2442 1.1911 3.7238 -0.318 0.005 -0.177 -0.31
C 1.5588 2.1205 4.7038 -0.108 -0.022 0.046 -0.05
C 2.8665 2.2633 5.1203 0.033 -0.030 0.022 -0.03
S -0.3901 1.2131 3.0475 0.101 0.503 0.326 0.59
O -0.7054 -0.1209 2.5121 0.098 0.318 -0.342 -0.41
O -1.3234 1.7408 3.9895 0.179 0.168 0.009 -0.27
N -0.1148 2.1224 1.7202 0.534 -0.530 -0.868 -0.22
C -0.9832 3.0288 1.1530 -0.479 0.777 -0.316 -0.47
N -1.0483 3.0183 -0.1918 0.064 -0.190 0.259 0.10
C -1.8116 3.9366 -0.7651 0.032 0.065 0.153 -0.14
C -2.5174 4.8806 -0.0389 -0.038 0.039 -0.010 -0.06
C -2.3844 4.8030 1.3379 0.013 -0.066 -0.018 -0.13
N -1.6287 3.8970 1.9389 0.212 -0.151 0.144 0.13
H 5.8565 0.9552 4.6867 0.019 -0.013 0.054 0.09
H 5.3792 2.1867 5.7582 0.036 -0.055 0.033 0.09
H 4.3182 -0.0867 3.1511 -0.012 0.001 -0.028 0.11
H 1.9763 -0.3313 2.4013 0.036 0.007 0.009 0.09
H 0.7650 2.7218 5.1281 0.055 0.051 0.008 0.12
H 3.1162 2.9938 5.8802 -0.005 0.000 0.006 0.11
H -1.8553 3.9113 -1.8500 0.014 0.009 0.013 0.11
H -3.1260 5.6345 -0.5157 -0.018 -0.016 0.005 0.09
H -2.8917 5.4973 2.0000 -0.042 0.019 -0.061 0.11
```
Forces are in eV/Å.